Density functional theory data (ωB97M-V with the def2-TZVPD basis set) for a molecular structure, C5H10O.

```
16
Properties=species:S:1:pos:R:3
O -0.29925 1.91816 -0.19901
C -0.59667 0.98255 0.77598
C -1.02551 -0.77415 0.27394
C 1.58559 -0.29846 0.20024
C 0.24106 -0.27485 0.91366
C -1.03132 -0.86763 -1.22739
H 1.52757 0.02201 -0.84539
H -1.74490 0.25708 0.62086
H 0.35106 -0.58905 1.95561
H -0.52241 -1.81357 -1.45559
H -0.91806 1.42447 1.72925
H 0.66808 2.00033 -0.25244
H -0.49986 -0.07272 -1.76725
H -2.04324 -0.93837 -1.64023
H 1.99224 -1.31551 0.19964
H 2.31563 0.33969 0.71813
```

ΔE to the lowest compared entry with this formula, charge and spin = 95.2 kcal per mole
2S+1 = 1
net charge = 0

For reference, the natural (NBO) charges in units of e are: atom 1 (O): -0.692, atom 2 (C): 0.052, atom 3 (C): -0.194, atom 4 (C): -0.633, atom 5 (C): -0.309, atom 6 (C): -0.684, atom 7 (H): 0.210, atom 8 (H): 0.272, atom 9 (H): 0.208, atom 10 (H): 0.228, atom 11 (H): 0.201, atom 12 (H): 0.480, atom 13 (H): 0.199, atom 14 (H): 0.221, atom 15 (H): 0.228, atom 16 (H): 0.212


Density functional theory data (ωB97M-V with the def2-TZVPD basis set) for C5H10O in the gas phase.

```
16
Properties=species:S:1:pos:R:3
O 0.41769 1.77769 0.37890
C 0.27781 -0.08124 -1.11320
C 1.73401 0.04804 -1.54904
C -0.25799 -0.27634 1.37795
C 0.20812 0.59170 0.24793
C -1.79466 -0.21839 1.16890
H -0.39041 0.44197 -1.80696
H 0.08267 0.13375 2.33301
H -2.21774 -1.20513 0.97383
H -2.28645 0.24099 2.02440
H 1.89832 -0.27800 -2.57826
H -2.04593 0.40872 0.30397
H 2.00670 1.10300 -1.44599
H -0.04458 -1.12907 -1.06011
H 0.11696 -1.30382 1.29349
H 2.37675 -0.53885 -0.88046
```

ΔE to the lowest compared entry with this formula, charge and spin = 8.6 kcal per mole
SMILES = CCC(=O)CC
2S+1 = 1
net charge = 0

For reference, the natural (NBO) charges in units of e are: atom 1 (O): -0.562, atom 2 (C): -0.513, atom 3 (C): -0.599, atom 4 (C): -0.513, atom 5 (C): 0.618, atom 6 (C): -0.602, atom 7 (H): 0.228, atom 8 (H): 0.229, atom 9 (H): 0.214, atom 10 (H): 0.226, atom 11 (H): 0.213, atom 12 (H): 0.214, atom 13 (H): 0.227, atom 14 (H): 0.204, atom 15 (H): 0.214, atom 16 (H): 0.202


Q: Which frontier orbital gap values were calculated for the entries above? A: 8.5; 10.5, in eV.
Q: Which max |F| values were calculated for the entries above? A: 1.70; 0.32, in eV/Å.
Q: Which HOMO energy values were calculated for the entries above? A: -7.7; -9.4, in eV.